# C49H85N2O26S2

A structure of composition C49H85N2O26S2 (wB97M-V/def2-TZVPD, the Open Molecules 2025 dataset).

Values from the calculation:
**E_HOMO**: -5.8 eV
**Orbital gap**: 6.884 eV
**Lowest unoccupied orbital energy**: 0.03857 Eh

Geometry as ORCA input:
```
! wB97M-V def2-TZVPD RIJCOSX def2/J DEFGRID3
* xyz -1 1
C 0.19200 -2.48919 -0.08025
C -0.41703 -1.42421 0.82870
C 0.63191 -0.42094 1.32775
C 0.10137 1.00822 1.53813
C 0.72913 1.68569 2.75460
C 0.29761 1.12071 4.12110
C -1.12818 0.57967 4.23989
C -2.31819 1.54520 4.02677
C -2.07810 3.03684 4.32051
C -2.06360 3.91992 3.07498
C -1.76038 5.39116 3.35567
C -2.85699 6.12100 4.13875
C -4.05676 6.55637 3.27509
C -5.33450 5.75898 3.56108
S -6.82275 6.70931 3.25619
O -7.11494 7.43629 4.46936
O -6.55734 7.51237 2.07681
N -7.92644 5.64800 2.83454
S -8.31017 4.40422 3.73648
O -7.97736 4.53263 5.14122
O -7.88383 3.16662 3.10140
C -10.08535 4.40900 3.58097
C -10.69717 3.06445 3.99455
C -11.36003 2.37233 2.81515
C -12.16665 1.13624 3.18905
N -11.28913 0.01522 3.58534
C -11.07108 -0.98001 2.52719
C -11.79211 -0.62547 4.77663
C -10.80199 -0.67075 5.91145
O -12.91208 -1.05412 4.86725
H 0.56240 -2.02147 -0.99390
H 1.04457 -2.96017 0.41689
H -0.53186 -3.26102 -0.34458
H -0.90380 -1.91272 1.67586
H -1.17714 -0.86846 0.27353
H 1.44273 -0.39486 0.59371
H 1.07267 -0.77899 2.26285
H 0.33570 1.61229 0.65874
H -0.98912 0.99450 1.60362
H 1.81173 1.53415 2.67643
H 0.58202 2.76603 2.71818
H 0.48190 1.87198 4.89210
H 0.96808 0.29063 4.36540
H -1.22709 -0.25210 3.53634
H -1.22821 0.13684 5.23449
H -2.72376 1.44619 3.01708
H -3.11584 1.19880 4.68651
H -1.16567 3.17853 4.90653
H -2.89756 3.39186 4.94890
H -3.05719 3.85793 2.61450
H -1.36700 3.53383 2.32720
H -0.79853 5.49136 3.86934
H -1.65655 5.89055 2.38705
H -2.41351 7.00278 4.60738
H -3.21233 5.49603 4.96060
H -4.26044 7.61657 3.42753
H -3.81114 6.43731 2.21752
H -5.41353 4.88752 2.90981
H -5.38958 5.41698 4.59369
H -10.48531 5.24933 4.14406
H -10.25256 4.60999 2.52196
H -9.90383 2.41463 4.36573
H -11.41585 3.21043 4.80577
H -12.02147 3.06517 2.28290
H -10.57372 2.08563 2.11032
H -12.81698 1.37658 4.03376
H -12.82248 0.83819 2.36373
H -11.12499 -1.99144 2.93389
H -11.81455 -0.91535 1.72861
H -10.08090 -0.86883 2.08270
H -9.78271 -0.71432 5.53554
H -11.01922 -1.50903 6.57029
H -10.89684 0.26212 6.47265
C -8.46913 1.23991 0.07219
C -8.18182 0.17757 -0.94992
C -8.06234 0.64201 -2.38677
O -8.46966 -0.52241 -3.11977
C -9.30092 -1.24008 -2.32674
O -9.95232 -2.16510 -2.69590
O -9.28496 -0.75491 -1.06854
H -8.79722 0.79726 1.01132
H -7.57519 1.82949 0.27316
H -9.25882 1.91106 -0.26971
H -7.30118 -0.40778 -0.67054
H -7.05920 0.93090 -2.68636
H -8.76561 1.45046 -2.60096
C 4.45839 -2.93478 -1.45882
C 3.53855 -2.59175 -2.59955
C 4.19835 -2.22943 -3.91510
O 3.23442 -1.35655 -4.50973
C 2.52367 -0.77593 -3.50506
O 1.76562 0.12439 -3.64884
O 2.81173 -1.37786 -2.32899
H 3.91792 -2.92315 -0.51362
H 4.87815 -3.93008 -1.61292
H 5.27444 -2.21672 -1.37677
H 2.79742 -3.38201 -2.75663
H 4.38700 -3.07169 -4.57598
H 5.12227 -1.66734 -3.74908
C 7.96495 -5.08975 3.62809
C 7.03973 -4.67191 2.51729
C 7.69154 -4.27255 1.21186
O 6.73512 -3.34868 0.66885
C 6.06709 -2.78953 1.70757
O 5.33772 -1.85617 1.61887
O 6.34833 -3.44984 2.85445
H 7.43017 -5.10691 4.57667
H 8.35415 -6.08815 3.42909
H 8.80208 -4.39690 3.71807
H 6.27586 -5.43501 2.33871
H 7.85863 -5.08569 0.51486
H 8.63056 -3.73936 1.37604
C 8.41782 -1.91542 -3.19428
C 9.18340 -3.20806 -3.14482
C 8.49921 -4.41591 -3.74118
O 9.07582 -5.49705 -2.98100
C 9.42688 -5.00118 -1.77722
O 9.72278 -5.66309 -0.82783
O 9.35898 -3.65888 -1.77311
H 8.86640 -1.18302 -2.52422
H 8.43861 -1.52330 -4.21109
H 7.38037 -2.06083 -2.88917
H 10.17909 -3.09311 -3.57350
H 8.68696 -4.55901 -4.80111
H 7.42319 -4.40671 -3.55113
C 8.41925 -9.55446 -4.15472
C 8.18919 -8.83513 -5.45633
C 9.37548 -8.08913 -6.03565
O 8.73985 -7.03346 -6.76887
C 7.54742 -6.78364 -6.17824
O 6.86611 -5.83474 -6.40018
O 7.25636 -7.74956 -5.28054
H 7.46647 -9.83020 -3.70539
H 8.99492 -10.46365 -4.32912
H 8.95855 -8.92030 -3.45023
H 7.76417 -9.50585 -6.20918
H 9.99748 -8.67649 -6.70496
H 9.98621 -7.64233 -5.24701
C -6.06896 7.39674 -1.04460
C -4.60155 7.14752 -1.24411
C -4.08801 7.17227 -2.66916
O -2.95314 6.30160 -2.60632
C -3.16897 5.42056 -1.59199
O -2.50376 4.45543 -1.39291
O -4.23498 5.79981 -0.86305
H -6.35937 7.12003 -0.03055
H -6.28032 8.45906 -1.17254
H -6.66899 6.82501 -1.75568
H -4.00966 7.82475 -0.62093
H -3.77625 8.15292 -3.01892
H -4.81922 6.74308 -3.35986
C 14.73486 -0.65475 -5.49089
C 13.58350 -1.13819 -6.32976
C 12.50738 -0.12171 -6.65910
O 11.34642 -0.95034 -6.80574
C 11.53017 -2.05580 -6.05265
O 10.68255 -2.85436 -5.80483
O 12.80505 -2.12430 -5.61544
H 15.30036 -1.50145 -5.10512
H 15.40195 -0.04072 -6.09575
H 14.38178 -0.06504 -4.64445
H 13.93896 -1.61685 -7.24675
H 12.67480 0.43731 -7.57487
H 12.33846 0.56514 -5.82618
*
```

=====

# C49H90F2N2O

A cluster of 4 separate species, C49H90F2N2O in total (wB97M-V/def2-TZVPD, the Open Molecules 2025 dataset).

Values from the calculation:
**SMILES string**: CCCCCCCCCCCCc1cnc2c(CCCCCCCCC)c(CC(=O)F)c(F)cc2n1.CCCCCC.CCCCCC.CCCCCC
**ΔE to the lowest compared entry with this formula, charge and spin**: 167.2 kcal/mol
**E_HOMO**: -8.7 eV
**Orbital gap**: 7.632 eV
**Lowest unoccupied orbital energy**: -0.03947 Eh

Geometry as ORCA input:
```
! wB97M-V def2-TZVPD RIJCOSX def2/J DEFGRID3
* xyz 0 1
C -3.14762 6.46954 1.83828
C -4.24951 5.27830 1.69007
C -3.71909 4.31731 0.51515
C -4.30399 2.81791 0.54966
C -5.48303 2.54320 -0.52536
C -4.98517 1.79332 -1.86335
C -3.72522 2.48672 -2.58728
C -2.59729 1.44144 -3.08492
C -1.09701 1.82330 -2.65326
C -0.86973 1.99573 -1.07303
C 0.59723 2.65551 -0.86477
C 0.75726 3.25396 0.64245
C 0.57762 2.04084 1.71101
C 1.37548 0.73437 1.41852
N 1.28286 -0.41233 2.25904
C 0.38691 -0.23172 3.37140
C 0.20272 -1.47521 4.34886
C 0.98652 -2.81998 3.99167
C 0.24137 -3.79236 2.94888
C -0.85098 -3.08456 2.00994
C -2.31941 -2.94005 2.66677
C -3.08266 -1.61290 2.16292
C -4.45488 -1.87649 1.36371
C -4.45273 -3.16420 0.40035
C -3.31864 -3.16938 -0.74396
C -2.76815 -1.72059 -1.16709
C -0.69698 -1.39035 5.60767
C -0.92894 -2.54335 6.68844
C -1.29458 -3.97849 6.08678
O -2.51107 -4.20458 5.84940
F -0.37290 -5.03676 5.84528
C -1.46195 -0.02196 5.88475
F -2.30721 0.14255 7.02975
C -1.26617 1.18175 4.90886
C -0.34321 1.11146 3.61855
N -0.28778 2.30515 2.81436
H -3.46363 7.24966 2.60925
H -2.14104 5.96497 2.10171
H -2.98897 6.93924 0.79010
H -5.21426 5.79953 1.31614
H -4.41235 4.70277 2.66294
H -2.57288 4.26798 0.53050
H -4.02300 4.79071 -0.49569
H -3.49273 2.02074 0.38167
H -4.75255 2.65445 1.59845
H -6.22275 1.81477 -0.00552
H -6.07806 3.49420 -0.75551
H -4.82989 0.66398 -1.66179
H -5.87064 1.83820 -2.61107
H -4.12970 3.01305 -3.53361
H -3.19325 3.28497 -1.96370
H -2.90971 0.40662 -2.70500
H -2.61542 1.38378 -4.23616
H -0.79714 2.75163 -3.26699
H -0.41626 0.94247 -2.98303
H -0.92692 0.97355 -0.53467
H -1.63982 2.70355 -0.61345
H 0.74316 3.54438 -1.58333
H 1.42117 1.89750 -1.12296
H 1.85583 3.60299 0.72764
H 0.00508 4.09550 0.86217
H 2.05938 0.65989 0.50027
H 1.19770 -3.37482 4.98217
H 2.02216 -2.52829 3.56672
H 1.06468 -4.19452 2.23653
H -0.23500 -4.72550 3.41722
H -0.54436 -2.06901 1.58702
H -0.98415 -3.78096 1.09027
H -2.91843 -3.90943 2.55096
H -2.15117 -2.80622 3.80041
H -3.36674 -0.99905 3.10422
H -2.37481 -0.91855 1.56315
H -5.32068 -1.98690 2.12628
H -4.68441 -0.92077 0.75289
H -4.46416 -4.11092 1.05725
H -5.48008 -3.16136 -0.14060
H -3.81886 -3.61233 -1.69219
H -2.50664 -3.91341 -0.44140
H -2.32578 -1.78009 -2.23561
H -1.88005 -1.38501 -0.50182
H -3.63075 -0.97122 -1.16045
H 0.04165 -2.64518 7.30153
H -1.76907 -2.25382 7.42854
H -1.82649 2.16640 5.11682
C 1.99386 1.02155 10.80718
C 2.66324 2.14940 10.03331
C 1.69680 2.92297 9.13359
C 1.04156 2.10196 8.01889
C 2.01563 1.41530 7.06006
C 2.88033 2.39527 6.27948
H 1.58776 0.25904 10.13835
H 2.72021 0.53283 11.46207
H 1.18108 1.40388 11.43068
H 3.49595 1.75002 9.44723
H 3.10106 2.85141 10.75271
H 2.23109 3.77234 8.69479
H 0.90309 3.35500 9.75432
H 0.38086 2.75984 7.44160
H 0.39157 1.34031 8.46298
H 1.43277 0.81808 6.34985
H 2.65524 0.70838 7.59877
H 2.26200 3.08572 5.69915
H 3.52645 1.85418 5.58226
H 3.52523 2.98023 6.94016
C 3.94904 2.76314 -7.70651
C 2.82535 2.82614 -6.68065
C 2.88147 1.69529 -5.65114
C 2.72754 0.28240 -6.22219
C 1.44133 0.03260 -7.01222
C 0.18012 0.18699 -6.17434
H 3.89416 1.85386 -8.30963
H 3.88339 3.61536 -8.38807
H 4.92670 2.79632 -7.21799
H 1.85900 2.83026 -7.19303
H 2.89580 3.78147 -6.14730
H 2.10660 1.87001 -4.89672
H 3.83799 1.74826 -5.11792
H 2.77768 -0.43195 -5.39145
H 3.58413 0.05379 -6.86535
H 1.47199 -0.98811 -7.40755
H 1.38956 0.69549 -7.88187
H 0.19187 -0.49644 -5.32070
H -0.70277 -0.04241 -6.77764
H 0.06718 1.20739 -5.79911
C 4.06894 -6.98261 -6.30650
C 4.94139 -6.15875 -7.24412
C 5.31000 -4.78559 -6.67795
C 4.12830 -3.84659 -6.41739
C 3.24934 -3.54825 -7.63344
C 3.99306 -2.83587 -8.75451
H 3.10384 -6.50290 -6.12779
H 3.87279 -7.96556 -6.74293
H 4.56426 -7.13375 -5.34350
H 4.44346 -6.05295 -8.21225
H 5.86792 -6.71364 -7.43277
H 6.01519 -4.30262 -7.36267
H 5.85285 -4.92461 -5.73569
H 4.52024 -2.90131 -6.02298
H 3.49936 -4.26384 -5.62384
H 2.41798 -2.91275 -7.31067
H 2.79871 -4.46923 -8.01700
H 4.41766 -1.89126 -8.40346
H 3.30835 -2.61225 -9.57753
H 4.80218 -3.45044 -9.15680
*
```

=====

# C4BiF6NO8S2

A structure of composition C4BiF6NO8S2 (wB97M-V/def2-TZVPD, the Open Molecules 2025 dataset).

Values from the calculation:
**ΔE to the lowest compared entry with this formula, charge and spin**: 2.3 kcal/mol
**E_HOMO**: -10.7 eV
**Orbital gap**: 8.865 eV
**Lowest unoccupied orbital energy**: -0.06632 Eh

Geometry as ORCA input:
```
! wB97M-V def2-TZVPD RIJCOSX def2/J DEFGRID3
* xyz 0 1
Bi -0.92897 -1.01112 0.45757
O 0.65924 -1.54538 -3.25180
C 0.41169 -1.37521 -2.10149
O -0.82141 -1.44048 -1.57653
C 1.53830 -1.11157 -1.05585
O 2.68673 -1.09354 -1.35488
O 1.10869 -0.94553 0.21811
F 0.13029 1.41558 5.28134
C 0.52190 2.07864 4.19956
F 1.78966 1.81079 3.94531
F 0.36052 3.37702 4.39255
S -0.54465 1.52074 2.79798
O -0.19972 0.10903 2.62738
O -1.90411 1.81509 3.10986
N 0.07945 2.39071 1.63317
S -0.58822 2.41408 0.23577
O 0.26741 2.91952 -0.77103
O -1.27393 1.11181 -0.06759
C -2.07417 3.56168 0.31500
F -2.24675 4.11572 -0.87141
F -1.83098 4.50244 1.21478
F -3.16745 2.89148 0.64971
*
```

=====

Q: What is the formula in the third record?
A: C4BiF6NO8S2

=====

What did the third record say?
# C4BiF6NO8S2

A structure of composition C4BiF6NO8S2 (wB97M-V/def2-TZVPD, the Open Molecules 2025 dataset).

Values from the calculation:
**ΔE to the lowest compared entry with this formula, charge and spin**: 2.3 kcal/mol
**E_HOMO**: -10.7 eV
**Orbital gap**: 8.865 eV
**Lowest unoccupied orbital energy**: -0.06632 Eh

Geometry as ORCA input:
```
! wB97M-V def2-TZVPD RIJCOSX def2/J DEFGRID3
* xyz 0 1
Bi -0.92897 -1.01112 0.45757
O 0.65924 -1.54538 -3.25180
C 0.41169 -1.37521 -2.10149
O -0.82141 -1.44048 -1.57653
C 1.53830 -1.11157 -1.05585
O 2.68673 -1.09354 -1.35488
O 1.10869 -0.94553 0.21811
F 0.13029 1.41558 5.28134
C 0.52190 2.07864 4.19956
F 1.78966 1.81079 3.94531
F 0.36052 3.37702 4.39255
S -0.54465 1.52074 2.79798
O -0.19972 0.10903 2.62738
O -1.90411 1.81509 3.10986
N 0.07945 2.39071 1.63317
S -0.58822 2.41408 0.23577
O 0.26741 2.91952 -0.77103
O -1.27393 1.11181 -0.06759
C -2.07417 3.56168 0.31500
F -2.24675 4.11572 -0.87141
F -1.83098 4.50244 1.21478
F -3.16745 2.89148 0.64971
*
```